No. 1
C12H13NPTm as an isolated structure in a non-equilibrium geometry. Source: the OMol25 dataset; level of theory: wB97M-V/def2-TZVPD.

Output
Relative energy (zero: lowest compared OMol25 entry of this formula, charge and spin) = 15.17 kcal/mol
Spin multiplicity = 3
⟨S²⟩ = 2.1927
Gap between HOMO and LUMO (spin up / spin down) = 4.17 / 6.31 eV
Energy = -1946.09997 hartree
Max |F| = 8.17 eV/Å

Structure (XYZ):
```
28
Properties=species:S:1:pos:R:3:forces:R:3:mulliken_charge:R:1
Tm -0.0103 -0.0298 -2.1641 0.1 3.5 5.2 0.624
P -0.0632 -2.2079 -1.7806 -0.1 -8.1 0.9 -0.059
N -0.0270 0.4042 -0.0210 -0.2 0.3 -3.0 -0.526
C -1.1692 0.2861 3.2204 -1.1 -0.1 1.4 -0.566
C 0.0255 0.2812 1.1178 0.1 -0.3 5.3 0.216
C -0.3340 1.9873 -3.0678 0.3 2.0 -2.1 -0.420
C 0.9988 0.4509 -4.1718 -0.7 0.6 -1.4 -0.473
C 1.0402 1.6160 -3.3754 -0.7 1.1 -1.1 -0.421
C 0.0021 -0.1302 5.2914 0.1 0.0 0.1 -0.493
C 1.2067 -0.2650 4.5886 -0.4 0.1 -0.9 -0.458
C -0.4011 0.0966 -4.3598 0.2 0.7 -2.6 -0.475
C 1.2207 -0.1451 3.1991 1.0 -0.1 1.5 -0.580
C -1.1889 0.1293 4.6043 0.4 0.1 -0.9 -0.457
C -1.2224 1.1019 -3.7570 0.9 0.7 -0.8 -0.390
C 0.0368 0.1528 2.5269 -0.1 0.1 -2.5 0.472
H -0.7607 -0.7413 -4.9611 0.2 0.4 0.2 0.435
H 1.9342 2.1444 -3.0417 -0.4 -0.2 0.0 0.385
H -1.0997 -3.0348 -2.3220 0.2 -0.1 0.2 0.057
H 2.1495 -0.2547 2.6502 -0.1 0.0 0.0 0.372
H 1.8548 -0.0944 -4.5717 -0.3 0.1 0.2 0.374
H -0.0099 -0.2319 6.3662 0.0 0.0 0.1 0.370
H -2.3106 1.1574 -3.7817 0.4 -0.1 0.1 0.397
H -2.1264 0.2100 5.1380 0.0 0.0 0.0 0.373
H 2.1287 -0.4638 5.1159 0.0 0.0 0.0 0.372
H 1.0069 -3.0668 -2.1914 -0.3 -0.2 0.2 0.053
H -0.6326 2.8678 -2.4947 0.2 -0.4 -0.2 0.404
H -0.1548 -2.6944 -0.4424 0.0 -0.1 -0.2 0.057
H -2.0950 0.4731 2.6845 0.2 0.0 0.0 0.355
```
Forces are in eV/Å.

No. 2
C12H13NS2 as an isolated structure in a non-equilibrium geometry. Source: the OMol25 dataset; level of theory: wB97M-V/def2-TZVPD.

Output
Relative energy (zero: lowest compared OMol25 entry of this formula, charge and spin) = 0.00 kcal/mol
Gap between HOMO and LUMO = 8.12 eV
Energy = -1316.07276 hartree
Max |F| = 4.42 eV/Å

Structure (XYZ):
```
28
Properties=species:S:1:pos:R:3:forces:R:3:mulliken_charge:R:1
S -0.1255 1.8903 1.8705 0.2 0.5 0.4 -0.159
S -0.2976 -1.6821 1.4108 -0.5 0.6 -0.4 -0.132
N -1.9837 1.1740 -2.2733 0.0 0.7 -1.0 -0.596
C 2.4761 0.3187 1.0598 2.2 -0.7 -2.4 -0.238
C -2.4523 -0.2484 -0.2038 2.9 -0.3 1.5 1.830
C -2.3058 0.5666 -1.3612 1.0 0.5 0.4 -0.180
C 3.1628 -0.1853 -1.6545 -0.7 0.4 -2.3 -0.664
C 0.1252 0.8186 0.4385 1.6 0.0 0.9 0.100
C 4.0968 -0.2681 -0.6361 -1.3 0.4 0.3 -0.267
C -3.2773 0.4321 0.8806 -3.4 -1.0 -0.5 -1.479
C -0.7002 -0.3389 0.6126 -3.5 -2.5 -1.0 -0.304
C 1.5142 0.4418 0.0217 2.0 -0.5 2.1 0.365
C -2.8551 -1.6212 -0.7498 1.0 -0.9 2.3 -1.496
C 3.8027 -0.0449 0.7071 -1.5 0.6 -0.7 -0.829
C 1.8402 0.1567 -1.3166 -1.2 0.5 0.7 -0.136
H -3.0268 -1.6850 -1.7748 -0.5 0.6 -1.8 0.384
H 5.0767 -0.3901 -0.9218 2.2 -0.5 -0.5 0.444
H 0.9258 0.2974 -1.9611 1.6 -0.3 -0.1 0.331
H -4.0419 1.0935 0.4447 -0.1 -0.5 -0.7 0.417
H -3.9262 -0.2926 1.4449 1.0 0.4 -0.3 0.304
H -2.0953 -2.4111 -0.5975 0.0 0.6 0.4 0.348
H 3.4828 -0.2575 -2.8045 -0.8 0.0 2.9 0.219
H -3.7054 -1.9644 -0.2127 -0.9 -0.4 0.3 0.347
H 2.4063 0.5262 2.0909 -1.1 0.4 0.9 0.145
H 0.3547 1.0782 2.8237 -0.1 -0.1 -0.1 0.148
H -2.9225 1.1661 1.5434 1.8 0.3 1.0 0.354
H 4.6060 -0.0143 1.4339 -0.1 -0.2 0.0 0.368
H -0.1548 1.4438 -0.3154 -1.7 1.7 -2.3 0.377
```
Forces are in eV/Å.

No. 3
A 2-piece molecular cluster, C12H14 overall in a non-equilibrium geometry. Source: the OMol25 dataset; level of theory: wB97M-V/def2-TZVPD.

Output
Relative energy (zero: lowest compared OMol25 entry of this formula, charge and spin) = 127.80 kcal/mol
Gap between HOMO and LUMO (spin up / spin down) = 7.39 / 8.13 eV
Energy = -465.40469 hartree
Max |F| = 4.63 eV/Å

Structure (XYZ):
```
26
Properties=species:S:1:pos:R:3:forces:R:3:mulliken_charge:R:1
C -0.4855 -2.2610 1.0904 0.0 -1.4 -0.7 -0.312
C -1.1670 -3.7562 -0.6675 -2.0 -0.8 -2.1 -0.230
C -2.3314 -1.6785 -0.4263 0.3 0.7 0.9 -0.312
C -1.4612 -1.3660 0.7512 -2.2 -0.8 -2.9 0.814
C 2.2437 1.6086 0.7137 2.3 2.5 -1.5 -1.104
C 1.5045 2.4355 -1.6523 -2.8 1.9 -0.5 -1.358
C 0.0587 1.0695 -0.1793 -0.7 0.0 -0.6 -0.668
C 1.2251 1.6339 -0.4217 -0.1 -0.4 1.5 0.818
C -0.3571 -3.4670 0.3736 0.6 0.3 0.7 -0.625
C -2.1807 -2.8260 -1.0983 2.9 -2.3 1.7 -0.631
C -2.2929 0.6354 2.1893 3.4 1.7 -2.6 -0.870
C -1.6496 -0.1634 1.3677 0.3 2.0 0.9 -0.323
H 2.3625 2.1757 -2.1063 3.6 -1.0 -1.1 0.409
H -2.7125 -3.2698 -1.8770 -1.5 0.4 -1.3 0.435
H -0.7733 1.0220 -0.8620 -0.3 0.0 -0.1 0.292
H -1.2546 -4.7371 -1.2457 0.9 1.3 1.2 0.252
H 0.8211 2.3360 -2.5182 -0.5 -0.5 0.8 0.360
H -1.9484 1.7059 2.1795 -0.7 -1.1 0.4 0.236
H 0.3854 -4.1828 0.6580 0.4 -0.2 0.3 0.371
H 0.1167 -2.0606 1.9372 0.7 0.1 0.6 0.511
H 2.0678 2.5267 1.3250 0.3 -0.9 -0.1 0.238
H 2.3099 0.7353 1.2735 -0.9 -1.5 1.2 0.366
H 1.5370 3.5535 -1.5879 0.1 -0.8 0.8 0.279
H 3.3594 1.6447 0.3956 -1.8 0.5 -0.1 0.312
H -3.0504 0.2899 2.7705 -2.2 -0.8 1.8 0.379
H -3.1600 -1.1124 -0.8212 0.1 1.0 0.7 0.362
```
Forces are in eV/Å.

No. 4
C12H14BCrN9 as an isolated structure in a non-equilibrium geometry. Source: the OMol25 dataset; level of theory: wB97M-V/def2-TZVPD.

Output
Spin multiplicity = 5
⟨S²⟩ = 6.1360
Gap between HOMO and LUMO (spin up / spin down) = 4.87 / 2.05 eV
Energy = -2027.12055 hartree
Max |F| = 3.95 eV/Å
Charge = +2

Structure (XYZ):
```
37
Properties=species:S:1:pos:R:3:forces:R:3:mulliken_charge:R:1
Cr -0.3645 -0.0375 -0.6528 -0.5 1.5 3.6 -0.099
N 0.0919 1.8849 -2.4958 0.0 -0.3 0.3 -0.166
N -1.3446 0.8255 1.0274 1.0 -0.9 -1.4 -0.466
N 1.3824 -0.3326 -2.7442 -0.1 0.1 0.0 0.084
N -0.0468 1.8059 -1.1230 -0.2 0.6 -0.7 0.241
N -0.0554 -0.3660 5.1229 -1.0 1.2 -1.5 -0.397
N 1.4242 -0.6245 -1.3969 0.4 -0.6 -0.3 -0.043
N -1.0231 -0.2319 -3.3621 -1.6 -0.6 -1.9 0.118
N -1.5749 -0.7236 -2.1892 -2.5 -1.4 -0.7 0.065
N -1.2402 1.0675 3.4843 -0.6 0.6 -3.8 -0.532
C -0.2362 3.0621 -0.6412 -0.1 -0.6 -1.5 -0.079
C -2.7364 -1.3631 -2.5551 2.4 1.3 1.5 -0.238
C 2.3957 -0.9400 -3.3743 0.1 0.0 0.4 -0.025
C 2.5278 -1.4188 -1.1948 -1.0 0.7 -1.3 -0.159
C -0.0177 3.1657 -2.8661 0.0 0.1 0.3 -0.035
C 3.1555 -1.6294 -2.4338 -0.6 0.3 0.2 -1.043
C -1.2602 0.8909 2.2130 -0.1 0.2 2.9 0.772
C -2.9013 -1.2659 -3.9533 0.6 0.4 -0.6 -0.782
C -1.7856 -0.5573 -4.4145 1.3 0.7 0.9 0.041
C -0.6060 0.2964 4.3251 1.5 -2.0 2.3 0.472
C -0.1538 -1.8637 0.8697 -0.5 -0.8 -0.6 -0.843
C -0.2252 3.9533 -1.7282 0.1 -0.7 0.0 -1.041
B 0.2795 0.5918 -3.3582 1.5 0.8 0.0 0.268
H 0.5791 0.8762 -4.4838 -0.2 -0.1 0.2 0.001
H 0.4403 -1.0042 1.2003 -0.1 -0.1 0.2 0.226
H -3.7031 -1.6176 -4.5583 -0.5 -0.3 -0.2 0.471
H 2.8367 -1.8294 -0.2451 -0.3 0.3 0.1 0.548
H 0.5357 -2.7123 0.6542 -0.8 0.6 0.1 0.363
H -0.9254 -2.1174 1.6261 0.7 0.2 -0.4 0.404
H 4.0377 -2.2047 -2.6274 0.2 -0.1 0.0 0.450
H -0.3647 5.0165 -1.6773 0.1 0.1 -0.1 0.441
H 0.0758 3.4003 -3.9141 0.0 0.3 0.0 0.478
H -3.4477 -1.8569 -1.9204 0.2 0.0 0.7 0.534
H -0.4179 3.2648 0.4013 0.1 -0.2 0.0 0.478
H 2.5181 -0.8277 -4.4414 0.1 0.0 0.1 0.465
H -0.7954 -1.6704 -0.0920 0.6 -1.3 1.4 0.556
H -1.4961 -0.2609 -5.4063 0.0 0.0 -0.2 0.473
```
Forces are in eV/Å.

No. 5
C12H14BF4FeIN2 as an isolated structure in a non-equilibrium geometry. Source: the OMol25 dataset; level of theory: wB97M-V/def2-TZVPD.

Output
Relative energy (zero: lowest compared OMol25 entry of this formula, charge and spin) = 431.85 kcal/mol
Spin multiplicity = 5
⟨S²⟩ = 6.1404
Gap between HOMO and LUMO (spin up / spin down) = 6.42 / 6.52 eV
Energy = -2560.41514 hartree
Max |F| = 14.92 eV/Å

Structure (XYZ):
```
35
Properties=species:S:1:pos:R:3:forces:R:3:mulliken_charge:R:1
I 0.1995 0.5426 2.7101 0.0 0.0 -0.1 -0.455
Fe 0.6960 -0.4944 0.1740 -3.4 3.1 0.2 0.365
F 4.7546 -1.7459 0.9244 -3.0 -0.5 -0.4 -0.370
F 3.3921 -3.0814 2.2010 -1.2 1.8 -3.0 -0.326
F 3.7194 -3.4509 -0.2016 -2.0 2.4 1.8 -0.324
F 2.2972 -1.6247 0.5724 0.0 -2.2 -1.6 0.369
N 0.1409 1.4683 -0.6289 -0.4 -0.1 -0.4 -0.051
N -1.4738 -0.5848 -0.0416 -0.5 0.3 -0.4 -0.118
C -2.2213 -1.6308 0.3320 -0.1 0.5 -0.1 -0.119
C 1.0113 -2.4109 0.8245 -8.4 -5.8 1.8 -1.155
C -4.2464 -0.4418 -0.1194 0.3 -0.1 0.1 -0.481
C -1.1853 1.6731 -0.8137 0.7 0.6 -0.2 0.927
C 1.0041 2.4475 -0.9231 -0.4 0.0 0.0 0.040
C -2.0776 0.5541 -0.4545 -0.4 -0.8 0.3 0.540
C 2.7176 -0.2719 0.4127 4.9 10.8 -1.6 -1.057
C -1.6586 2.8934 -1.3082 0.1 -0.2 0.1 -0.698
C 0.6013 3.6848 -1.4109 -0.2 -0.1 0.0 -0.780
C -3.6102 -1.6058 0.3071 0.1 0.2 0.0 -0.739
C -0.7595 3.9096 -1.6072 0.2 -0.3 0.1 -0.453
C -3.4728 0.6468 -0.5021 0.3 0.0 0.1 -0.626
B 3.4260 -2.4216 0.8532 12.9 -6.9 3.0 0.071
H 3.2639 -0.8196 -0.3584 2.0 3.1 -1.1 0.239
H -5.3298 -0.3786 -0.1455 0.2 0.0 0.0 0.429
H 2.0515 -2.7127 0.6953 -4.9 -11.1 1.0 0.721
H -1.1167 4.8616 -1.9873 0.1 -0.1 0.1 0.431
H -2.7203 3.0491 -1.4583 0.2 0.0 0.0 0.309
H 2.9863 -0.6228 1.4087 2.3 4.5 1.3 0.260
H -1.6735 -2.5025 0.6731 -0.1 0.1 0.0 0.324
H -3.9513 1.5654 -0.8204 0.0 -0.1 0.1 0.282
H 0.3669 -3.0597 0.2222 0.4 -0.1 -0.6 0.479
H 2.9196 0.8014 0.3431 -0.3 0.6 -0.1 0.601
H 2.0505 2.2212 -0.7487 -0.1 0.1 0.0 0.266
H -4.1734 -2.4768 0.6243 0.1 0.1 0.0 0.389
H 0.7316 -2.4297 1.8792 0.6 0.4 -0.2 0.308
H 1.3402 4.4485 -1.6279 -0.1 -0.1 0.0 0.400
```
Forces are in eV/Å.

No. 6
C12H14BF5IrN6 as an isolated structure in a non-equilibrium geometry. Source: the OMol25 dataset; level of theory: wB97M-V/def2-TZVPD.

Output
Relative energy (zero: lowest compared OMol25 entry of this formula, charge and spin) = 0.00 kcal/mol
Spin multiplicity = 6
⟨S²⟩ = 8.7763
Gap between HOMO and LUMO (spin up / spin down) = 8.96 / 4.72 eV
Energy = -1421.92488 hartree
Max |F| = 4.95 eV/Å
Charge = +2

Structure (XYZ):
```
39
Properties=species:S:1:pos:R:3:forces:R:3:mulliken_charge:R:1
Ir -0.1053 -0.0683 0.9428 -0.4 -0.7 -1.1 1.004
F 0.1977 -0.2296 3.8306 0.7 0.2 -1.4 -0.273
F 2.7836 1.1960 1.8090 -1.4 -0.4 0.6 -0.221
F 1.7097 -1.3976 2.7537 -0.9 1.3 -0.9 -0.207
F 1.3444 2.1028 3.2577 0.4 -1.5 -0.9 -0.214
F 2.8069 0.6154 3.9032 -1.2 0.2 -1.2 -0.205
N 0.9408 -0.8008 -1.7406 0.5 -0.3 -0.2 -0.022
N -1.7211 -0.1675 -0.5056 -1.4 -0.5 0.3 -0.355
N 0.9549 -1.0859 -0.3899 1.0 -1.0 -1.7 -0.173
N 0.3871 1.6007 -1.4109 0.2 0.6 -0.1 0.123
N 0.2455 1.5564 -0.0432 0.4 2.2 -1.8 -0.319
N -1.4310 0.0016 -1.8351 0.1 -0.1 0.1 0.299
C 2.3651 -2.4722 -1.4319 0.2 -0.5 1.7 -1.015
C 0.7086 2.8525 -1.7599 -0.3 -1.2 0.5 0.020
C -3.0597 -0.3710 -0.3843 0.6 0.0 -1.4 -0.206
C 1.9786 0.9461 2.8827 2.1 1.4 1.5 0.460
C 0.9493 -0.2216 2.6637 0.5 -1.3 4.7 0.770
C 1.8205 -2.1248 -0.1941 0.4 -0.2 -1.9 -0.176
C -2.5702 -0.1077 -2.5567 0.3 -0.1 0.8 -0.049
C -1.6446 -1.9492 2.2544 -0.1 0.5 -0.6 -1.178
C 1.7885 -1.6275 -2.3752 -1.1 1.1 0.9 0.019
C 0.7676 3.6340 -0.6088 -0.2 0.2 1.2 -1.101
C 0.4435 2.8022 0.4486 0.2 1.0 -0.7 -0.126
C -3.6184 -0.3524 -1.6720 0.0 0.1 0.4 -1.046
B 0.0389 0.3483 -2.2690 -1.0 -0.1 0.5 0.048
H 0.1336 0.5345 -3.4441 0.1 0.0 0.2 0.005
H -4.6632 -0.4705 -1.9154 0.1 0.0 0.0 0.426
H 0.8608 3.0871 -2.7863 0.1 0.3 -0.5 0.540
H -2.5409 -0.0165 -3.6385 -0.1 0.0 0.3 0.476
H 0.3107 3.0048 1.5051 0.2 0.0 -0.2 0.604
H -0.5866 -2.2202 2.1149 -0.4 -0.6 0.9 0.288
H -3.5282 -0.5603 0.5736 0.1 0.1 -0.2 0.567
H 1.0067 4.6715 -0.5302 0.0 0.4 -0.1 0.479
H -2.1737 -2.3330 1.3940 -0.3 -0.1 -0.2 0.478
H 1.9676 -2.5350 0.7812 0.2 -0.1 0.3 0.579
H 1.8980 -1.5452 -3.4346 0.2 -0.1 -0.4 0.535
H -2.1768 -2.2325 3.1599 0.6 -0.3 0.2 0.344
H -1.6967 -0.8304 2.2449 -0.5 -0.4 0.2 0.368
H 3.1076 -3.2339 -1.5936 0.0 -0.1 -0.1 0.455
```
Forces are in eV/Å.